Molecular formula: C7H27B3N3O7P2Si2
Method: DFT, ωB97M-V with the def2-TZVPD basis set

```
51
Properties=species:S:1:pos:R:3:forces:R:3
N 3.045 2.890 -2.511 -0.3 0.3 0.2
P 1.846 3.856 -2.196 0.7 -0.7 -0.4
B 0.325 3.745 -3.418 0.5 0.8 -0.5
O 0.143 2.664 -4.220 -0.2 -0.6 0.7
B -1.180 2.244 -4.189 0.1 0.3 -1.0
C -1.636 0.840 -3.707 0.2 0.0 0.1
O -0.550 -0.008 -3.347 -0.4 -0.3 0.3
O -0.157 0.426 -2.042 0.4 0.5 -0.1
O -2.145 3.236 -4.413 -0.2 -0.4 0.9
B -1.916 4.226 -3.488 -0.1 0.5 -0.7
P -3.364 4.682 -2.285 -0.2 0.3 -0.8
N -4.520 5.322 -3.062 -0.1 0.0 0.1
O -2.761 5.622 -1.129 -0.1 -0.1 0.3
O -3.677 3.287 -1.532 0.4 -0.1 0.1
O -0.642 4.748 -3.390 -0.1 -0.3 1.0
H 3.198 2.259 -1.734 0.2 -0.2 -0.1
H 1.232 3.692 -0.936 -0.3 0.3 0.0
H 2.166 5.231 -2.198 -0.2 0.2 0.1
H -2.315 0.327 -4.387 0.1 -0.2 -0.2
H -2.228 1.034 -2.807 -0.2 0.0 0.0
H -0.604 -0.172 -1.421 0.0 -0.3 -0.2
H -5.385 4.807 -2.988 -0.3 0.3 -0.1
H -2.220 5.111 -0.517 0.4 0.1 0.1
H -3.936 3.450 -0.620 -0.2 -0.2 0.2
C 1.230 0.390 1.425 0.2 0.2 0.1
Si 1.548 -1.307 2.202 -0.5 -0.2 -0.3
C 1.661 -0.998 4.076 0.3 0.2 0.0
C 3.290 -1.810 1.636 0.1 0.3 0.2
N 0.324 -2.331 1.728 0.3 -0.1 0.2
Si 0.124 -3.936 2.127 -0.2 0.5 -0.3
C -0.096 -4.276 3.986 0.0 -0.3 0.0
C 1.520 -5.086 1.543 -0.1 -0.2 0.1
C -1.451 -4.604 1.308 0.1 -0.3 0.1
H 1.996 1.129 1.692 0.0 0.0 0.0
H 1.215 0.291 0.336 0.0 0.0 0.0
H 0.259 0.771 1.756 0.0 0.0 0.0
H 2.322 -0.152 4.306 0.0 0.0 0.0
H 2.055 -1.870 4.603 -0.1 0.0 0.0
H 0.671 -0.773 4.477 0.0 0.0 0.0
H 3.278 -2.063 0.574 0.0 0.0 0.0
H 3.659 -2.675 2.193 0.0 -0.1 0.0
H 4.011 -0.996 1.783 0.0 0.0 0.0
H 0.838 -4.132 4.535 0.0 0.1 0.0
H -0.427 -5.306 4.169 0.0 0.0 0.0
H -0.847 -3.601 4.403 0.0 0.0 0.0
H 1.742 -4.899 0.491 0.0 0.0 0.0
H 1.242 -6.142 1.649 0.0 0.0 0.0
H 2.436 -4.933 2.119 0.0 0.1 0.0
H -1.383 -4.507 0.222 0.0 0.0 0.0
H -2.324 -4.042 1.650 0.0 0.0 0.0
H -1.613 -5.662 1.547 0.0 0.0 0.0
```
Positions in Å, forces in eV/Å.

- Net charge: -1
- Spin multiplicity: 1
- LUMO level: 1.61 eV
- Gap between HOMO and LUMO: 5.51 eV
- Energy: -62869.3405 eV

Molecular formula: C26H52Cl10O8S4
Method: DFT, ωB97M-V with the def2-TZVPD basis set

```
100
Properties=species:S:1:pos:R:3:forces:R:3
C 8.585 10.192 14.947 0.0 -0.6 0.0
C 7.572 9.434 14.084 -0.3 -0.2 -0.3
C 7.656 10.036 12.671 0.1 0.2 0.8
S 7.767 11.821 12.975 -0.4 -0.6 1.1
O 6.425 12.385 12.930 0.8 -0.1 -0.2
O 8.866 12.417 12.261 -0.2 0.1 -0.4
C 8.280 11.654 14.739 -0.5 0.7 -0.7
H 9.612 9.986 14.633 -0.1 -0.1 -0.2
H 8.518 9.838 15.977 -0.1 0.4 0.1
H 6.563 9.537 14.492 0.0 0.3 0.0
H 7.726 8.353 14.062 0.3 0.1 -0.1
H 6.787 9.833 12.054 0.2 0.0 -0.2
H 8.619 9.747 12.252 -0.2 0.0 -0.5
H 7.394 12.017 15.261 0.2 -0.1 0.3
H 9.117 12.339 14.838 0.0 0.0 0.2
C 7.687 7.598 6.894 1.0 0.0 1.3
C 7.001 6.711 7.970 -0.1 -0.6 -0.5
C 5.745 7.407 8.452 -0.2 0.3 -0.3
S 6.210 9.140 8.534 0.1 0.8 -0.1
O 6.817 9.443 9.816 -0.4 -0.3 -0.3
O 5.139 9.995 8.033 0.3 -0.6 0.6
C 7.507 9.081 7.293 -0.6 -0.4 -1.2
H 7.331 7.414 5.887 -0.4 -0.1 0.1
H 8.742 7.318 6.885 0.1 0.2 -0.1
H 7.625 6.466 8.831 0.3 0.5 -0.1
H 6.802 5.737 7.518 -0.4 0.1 0.1
H 5.372 7.074 9.418 0.3 0.3 -0.1
H 4.919 7.356 7.739 0.1 0.0 -0.1
H 8.382 9.645 7.598 0.0 -0.2 0.4
H 7.068 9.589 6.433 0.1 0.3 0.1
C 7.070 9.018 3.000 -1.1 0.5 0.1
C 8.128 9.881 2.302 1.0 -0.5 0.1
C 8.635 9.055 1.104 -0.8 0.0 0.2
S 8.623 7.346 1.672 0.1 -0.2 -0.4
O 9.960 6.952 2.035 0.0 0.1 0.3
O 7.918 6.532 0.716 -0.3 0.0 0.1
C 7.638 7.620 3.168 1.0 0.1 0.0
H 6.131 9.027 2.437 0.2 -0.3 -0.4
H 6.729 9.475 3.934 0.4 -0.2 0.2
H 8.995 10.026 2.955 -0.2 0.1 0.2
H 7.776 10.871 2.025 -0.2 -0.1 -0.1
H 9.642 9.247 0.749 0.0 0.2 0.0
H 7.889 9.094 0.311 0.2 0.0 -0.2
H 8.414 7.630 3.939 -0.1 0.0 0.1
H 7.001 6.757 3.337 -0.4 0.2 -0.2
C 11.089 5.497 8.257 -0.1 -0.9 -0.1
C 12.279 4.496 8.344 0.1 0.9 0.5
C 13.537 5.364 8.214 -0.1 -0.6 -0.5
S 13.240 6.818 9.209 -1.1 -0.7 -0.2
O 13.593 7.988 8.454 0.4 0.4 0.2
O 13.701 6.554 10.550 0.1 0.4 -0.2
C 11.414 6.671 9.168 0.3 -0.2 0.9
H 10.218 4.980 8.664 -0.2 0.1 -0.2
H 10.888 5.731 7.212 0.1 0.4 0.0
H 12.261 3.718 7.586 -0.1 0.0 -0.1
H 12.252 4.020 9.326 0.1 -0.1 0.0
H 13.633 5.683 7.176 0.1 0.2 0.1
H 14.455 4.861 8.510 0.0 0.2 0.2
H 10.979 7.657 9.019 0.1 -0.1 -0.6
H 11.105 6.391 10.177 0.3 0.0 0.1
Cl 2.833 11.264 3.041 0.1 0.1 0.1
C 2.549 11.419 4.802 -0.2 -0.1 -0.3
C 3.260 10.360 5.612 -0.5 0.4 0.5
Cl 2.810 8.703 5.140 0.2 0.0 -0.1
H 1.471 11.375 4.936 0.0 -0.2 0.0
H 2.864 12.415 5.105 0.2 -0.1 0.0
H 2.900 10.470 6.634 0.2 0.0 0.1
H 4.337 10.485 5.647 0.0 -0.2 -0.3
Cl 7.404 12.746 8.295 0.5 0.2 0.2
C 6.179 12.881 9.581 -0.6 -0.6 0.2
C 4.945 13.542 9.019 -0.4 0.7 0.0
Cl 5.033 15.334 9.193 0.1 0.2 0.0
H 6.504 13.393 10.485 0.5 0.3 -0.4
H 6.005 11.861 9.921 -0.3 0.0 -0.3
H 4.027 13.293 9.544 0.2 -0.3 0.1
H 4.801 13.416 7.951 0.1 -0.5 0.0
Cl 3.476 11.660 11.601 0.1 -0.2 -0.1
C 2.630 10.313 10.792 -0.2 0.0 0.4
C 2.335 9.179 11.756 -0.9 -0.2 -0.2
Cl 3.705 8.623 12.731 0.1 0.0 -0.1
H 3.174 9.952 9.922 0.3 0.3 0.1
H 1.679 10.739 10.478 0.0 -0.2 -0.2
H 1.952 8.332 11.182 0.3 -0.1 -0.1
H 1.509 9.424 12.422 0.3 0.3 0.2
Cl 11.773 12.652 6.553 -0.4 -0.5 -0.3
C 11.543 11.205 5.485 0.2 0.2 0.0
C 11.690 9.943 6.307 0.5 0.4 0.8
Cl 11.468 8.465 5.358 -0.2 -0.1 -0.4
H 12.313 11.324 4.729 0.0 -0.3 -0.1
H 10.566 11.224 5.006 0.0 0.3 0.1
H 10.970 9.941 7.123 -0.1 0.0 -0.1
H 12.676 9.878 6.762 0.0 0.0 -0.1
Cl 3.651 4.643 7.062 -0.1 -0.1 -0.2
C 3.148 3.685 8.477 0.1 0.6 0.5
C 3.863 4.182 9.728 0.2 -0.7 -0.4
Cl 3.491 5.867 10.175 -0.5 -0.6 0.3
H 3.416 2.646 8.308 0.0 0.0 -0.1
H 2.072 3.779 8.598 0.0 0.0 -0.2
H 4.938 4.116 9.574 0.0 0.2 0.0
H 3.625 3.480 10.527 -0.2 0.4 0.3
```
Positions in Å, forces in eV/Å.

- Net charge: 0
- Spin multiplicity: 1
- LUMO level: -0.05 eV
- Gap between HOMO and LUMO: 9.97 eV
- SMILES: O=S1(=O)CCCC1.O=S1(=O)CCCC1.O=S1(=O)CCCC1.O=S1(=O)CCCC1.ClCCCl.ClCCCl.ClCCCl.ClCCCl.ClCCCl
- Energy: -212750.2316 eV

Molecular formula: C6H9N2OS
Method: DFT, ωB97M-V with the def2-TZVPD basis set

```
19
Properties=species:S:1:pos:R:3:forces:R:3
C 0.131 0.180 -1.380 -1.4 -0.1 -2.3
C -0.723 1.083 -0.857 0.6 -0.4 0.1
C 0.649 -0.816 -0.508 2.0 -1.2 -0.8
C 0.256 -0.811 0.844 -1.0 1.3 0.2
C 1.482 -2.773 0.295 -1.0 0.2 1.2
C 0.717 -1.950 1.368 0.5 -1.4 -0.5
N 1.451 -1.864 -0.842 1.1 0.5 0.4
N -1.485 3.361 0.486 1.0 1.8 0.3
O -2.465 0.597 0.950 0.1 0.5 0.1
S -1.128 1.162 0.926 1.1 -3.0 -0.1
H 0.153 -0.090 -2.492 0.2 1.1 1.5
H -1.357 1.758 -1.416 0.1 -0.2 -0.3
H 2.405 -3.158 0.769 0.2 0.8 -0.8
H 1.035 -3.663 -0.176 -0.5 -0.2 1.0
H 0.685 -2.275 2.395 -0.2 -0.1 0.1
H 2.173 -2.127 -1.572 -1.8 1.3 0.5
H -1.933 3.752 -0.337 -0.1 -0.1 -0.2
H -1.567 4.115 1.172 -1.0 -0.4 0.5
H -0.479 3.519 0.374 0.1 -0.3 -0.8
```
Positions in Å, forces in eV/Å.

- Net charge: +1
- Spin multiplicity: 1
- Energy relative to the best compared isomer or geometry (same formula, charge and spin): 72.6 kcal per mole
- LUMO level: -4.92 eV
- Gap between HOMO and LUMO: 7.95 eV
- Energy: -22219.7334 eV

Molecular formula: C3H7N3O
Method: DFT, ωB97M-V with the def2-TZVPD basis set

```
14
Properties=species:S:1:pos:R:3:forces:R:3
C -1.849 1.281 -1.044 -2.0 1.4 1.7
C -0.709 2.052 -1.104 0.3 1.1 -0.9
C 1.044 -2.175 1.482 -2.5 2.3 1.6
N 1.053 0.003 0.657 0.2 2.0 0.6
N 0.494 1.601 -1.320 1.3 1.1 -0.1
N 0.969 -1.144 0.332 -0.2 -3.5 0.2
O 0.802 -1.680 -0.797 0.1 0.7 -0.2
H -2.805 1.688 -0.607 1.1 -0.2 -0.9
H -1.816 0.234 -1.020 0.3 -1.4 -0.4
H -0.795 3.197 -1.071 0.1 -1.7 0.3
H 1.069 -1.556 2.467 -0.3 -1.3 -1.7
H 0.130 -2.826 1.356 1.2 0.8 0.3
H 1.946 -2.679 1.403 1.6 -1.0 -0.5
H 0.737 0.629 -1.484 -1.1 -0.2 -0.1
```
Positions in Å, forces in eV/Å.

- Net charge: 0
- Spin multiplicity: 1
- Energy relative to the best compared isomer or geometry (same formula, charge and spin): 175.8 kcal per mole
- LUMO level (spin up / spin down): -0.72 / -1.37 eV
- Gap between HOMO and LUMO (spin up / spin down): 8.63 / 7.47 eV
- Energy: -9735.4115 eV

Molecular formula: C5H9N
Method: DFT, ωB97M-V with the def2-TZVPD basis set

```
15
Properties=species:S:1:pos:R:3:forces:R:3
C -0.242 1.122 0.791 -0.4 -0.1 -0.1
C -1.037 0.624 -0.398 -0.4 -0.3 -1.1
C 0.057 -0.198 -1.162 -0.2 1.1 -0.8
C 0.306 -1.577 -0.726 1.5 -0.3 -1.1
C 0.811 0.049 1.067 -0.4 0.8 0.9
H 0.287 2.021 0.523 0.0 0.5 -0.1
H -0.913 1.312 1.607 -0.1 0.3 0.7
H -1.562 1.449 -0.981 1.0 -1.0 0.5
H -1.862 -0.032 -0.064 0.4 0.1 -0.1
H 0.388 0.148 -2.169 -0.4 -0.3 0.9
H 0.902 -2.254 -1.357 -0.6 0.2 0.1
H -0.399 -2.082 -0.118 -0.6 -0.2 0.8
H 0.410 -0.694 1.804 0.7 0.4 -0.5
H 1.692 0.609 1.404 -0.1 -0.7 0.6
N 1.164 -0.498 -0.220 -0.4 -0.5 -0.7
```
Positions in Å, forces in eV/Å.

- Net charge: 0
- Spin multiplicity: 1
- Energy relative to the best compared isomer or geometry (same formula, charge and spin): 35.0 kcal per mole
- LUMO level: 1.22 eV
- Gap between HOMO and LUMO: 10.21 eV
- SMILES: C1C[C@@H]2CN2C1
- Energy: -6819.4765 eV

Molecular formula: C10H16
Method: DFT, ωB97M-V with the def2-TZVPD basis set

```
26
Properties=species:S:1:pos:R:3:forces:R:3
C -1.510 2.734 -0.403 3.1 3.9 -2.5
C -1.648 3.559 -1.808 -1.9 -1.4 1.6
C -0.020 2.282 -0.380 -3.1 -2.7 2.3
H -1.630 3.474 0.340 -0.4 0.8 1.1
H -2.172 1.995 -0.241 -2.3 -2.6 0.2
H -1.108 4.514 -1.630 0.1 -0.9 -0.8
H -0.118 1.322 -0.959 1.4 1.2 -0.1
H 0.499 3.152 -0.681 1.4 0.1 -0.6
H 0.199 1.923 0.694 0.2 0.8 -1.6
H -1.272 2.801 -2.562 -0.3 1.7 0.3
H -2.751 3.864 -1.998 1.8 -0.7 0.1
C 0.264 -3.755 -0.694 -1.8 -3.2 -2.5
C 1.246 -0.675 1.935 3.9 3.3 3.4
C 1.924 -0.570 0.731 -2.0 -0.9 -1.5
C 0.305 -1.576 2.330 1.0 -1.0 -5.6
C 1.483 -1.523 -0.249 1.4 0.8 -0.3
C -0.062 -2.499 1.335 0.8 0.1 0.9
C 0.641 -2.599 0.107 -1.5 1.9 1.6
H 1.761 -0.004 2.793 -1.6 -1.3 -1.8
H 2.578 0.311 0.496 -0.6 -1.3 0.3
H -0.023 -1.585 3.262 -1.7 -0.1 3.9
H 1.876 -1.341 -1.287 -0.4 -0.9 1.0
H -0.844 -3.214 1.584 0.2 -0.2 -0.2
H 1.110 -4.061 -1.355 -1.0 0.5 -0.3
H -0.853 -3.809 -1.224 3.0 0.9 0.8
H 0.125 -4.721 -0.136 0.4 1.1 0.4
```
Positions in Å, forces in eV/Å.

- Net charge: 0
- Spin multiplicity: 1
- Energy relative to the best compared isomer or geometry (same formula, charge and spin): 66.5 kcal per mole
- LUMO level: 0.96 eV
- Gap between HOMO and LUMO: 9.89 eV
- SMILES: Cc1ccccc1.CCC
- Energy: -10626.8601 eV